Density functional theory data (ωB97M-V with the def2-TZVPD basis set) for a structure of composition C28H27CoN3SSi at a distorted geometry.

```
! RIJCOSX wB97M-V def2-TZVPD def2/J DEFGRID3
* xyz 0 4
C -0.23 -0.79 -1.66
C 1.01 -1.26 -1.13
C 0.81 -1.74 0.19
H 1.95 -1.35 -1.68
C -0.59 -1.62 0.47
C -1.24 -1.04 -0.67
H -2.30 -0.84 -0.76
H -0.38 -0.33 -2.63
H 1.56 -2.15 0.87
H -1.07 -1.93 1.38
Co 0.30 0.14 0.01
C 4.98 2.11 0.13
H 5.10 1.48 1.00
H 5.23 3.10 0.56
H 5.73 1.93 -0.62
Si 3.25 1.19 -0.57
C 2.82 1.69 -2.28
C 2.46 0.85 -3.35
H 2.21 -0.20 -3.20
C 2.44 1.34 -4.67
H 2.19 0.66 -5.49
C 2.73 2.69 -4.94
H 2.75 3.05 -5.98
C 3.01 3.54 -3.87
H 3.22 4.60 -4.07
C 2.99 3.07 -2.57
H 3.14 3.80 -1.76
C 4.01 -0.50 -0.39
C 4.81 -0.97 -1.44
H 4.76 -0.48 -2.41
C 5.72 -1.99 -1.19
H 6.39 -2.30 -1.99
C 5.76 -2.61 0.08
H 6.51 -3.38 0.26
C 4.88 -2.19 1.10
H 4.92 -2.69 2.07
C 3.98 -1.16 0.85
H 3.31 -0.85 1.65
H 1.98 0.91 0.28
H 3.77 2.57 -0.24
N -3.09 1.62 2.97
C -3.83 0.47 3.23
C -5.11 0.33 3.71
C -5.70 -0.95 3.59
C -5.00 -2.01 2.98
C -3.70 -1.82 2.50
C -3.10 -0.58 2.61
N -1.95 -0.05 2.04
C -1.98 1.29 2.22
C -1.16 2.29 1.57
C -1.22 3.64 1.81
S -0.39 4.56 0.61
C 0.08 3.09 -0.18
N -0.35 1.97 0.44
H -3.32 2.56 3.22
H -5.63 1.17 4.16
H -6.69 -1.12 3.95
H -5.48 -2.97 2.88
H -3.14 -2.61 2.02
H -1.76 4.09 2.65
H 0.67 3.03 -1.09
*
```

The expectation value of S² is 3.778. The value obtained for the HOMO energy (alpha / beta) is -4.9 / -6.7 eV. The relative energy (zero: lowest compared OMol25 entry of this formula, charge and spin) is 10.65 kcal per mole. Its electronic energy is -90277.70323 eV. Its orbital gap (alpha / beta) is 4.82 / 6.62 eV.

---

Density functional theory data (ωB97M-V with the def2-TZVPD basis set) for the ion C51H59F4N2 with charge +1 at a distorted geometry.

```
! RIJCOSX wB97M-V def2-TZVPD def2/J DEFGRID3
* xyz 1 1
F -2.71 4.64 1.46
C -1.91 3.90 2.34
C -2.25 3.81 3.69
C -1.42 3.04 4.52
F -1.70 3.00 5.87
C -0.36 2.30 4.01
C -0.16 2.31 2.59
C 0.80 1.33 2.00
C 2.20 1.78 2.30
C 3.27 0.89 2.05
C 4.57 1.19 2.45
F 5.59 0.33 2.09
C 4.89 2.31 3.20
C 3.83 3.16 3.48
F 4.05 4.20 4.35
C 2.53 2.98 3.00
C -0.81 3.26 1.80
H -3.12 4.34 4.08
H 0.28 1.69 4.67
H 0.53 0.36 2.55
H 3.15 -0.09 1.56
H 5.89 2.50 3.59
H 1.80 3.74 3.30
H -0.47 3.44 0.78
C -2.33 0.31 2.18
C -2.14 -1.12 2.70
C -2.55 -1.19 4.18
C -3.10 -2.03 1.95
C -0.65 -1.53 2.60
C 0.22 -1.27 3.68
C 1.60 -1.57 3.55
C 2.01 -2.50 2.60
C 1.08 -2.99 1.66
C 1.28 -4.35 0.94
C 1.70 -4.16 -0.53
C 0.01 -5.20 1.05
C 2.41 -5.14 1.59
C -0.06 -2.15 1.47
N -0.49 -1.74 0.17
C -1.26 -2.58 -0.72
C -1.34 -1.79 -1.98
N -0.71 -0.50 -1.66
C -0.65 0.46 -2.75
C -1.82 1.19 -3.13
C -3.23 1.12 -2.46
C -3.83 2.53 -2.41
C -3.21 0.60 -1.03
C -4.18 0.27 -3.33
C -1.74 2.07 -4.22
C -0.51 2.39 -4.79
C 0.59 1.62 -4.46
C 0.48 0.50 -3.63
C 1.54 -0.63 -3.84
C 2.82 -0.04 -4.44
C 0.99 -1.64 -4.85
C 1.95 -1.31 -2.55
C -0.32 -0.47 -0.34
C 0.54 0.53 0.35
C 1.03 1.62 -0.57
C 0.11 2.55 -1.04
C 0.53 3.71 -1.68
C 1.89 3.85 -1.98
C 2.81 2.88 -1.60
C 2.39 1.76 -0.89
H -1.59 0.52 1.40
H -3.33 0.49 1.76
H -2.16 1.03 2.99
H -2.35 -2.20 4.56
H -2.05 -0.44 4.80
H -3.63 -1.02 4.26
H -2.81 -3.09 2.05
H -4.11 -1.91 2.37
H -3.20 -1.77 0.89
H -0.11 -0.70 4.56
H 2.33 -1.16 4.26
H 3.04 -2.89 2.65
H 2.57 -3.49 -0.58
H 2.00 -5.12 -0.97
H 0.92 -3.71 -1.15
H -0.14 -5.50 2.10
H -0.90 -4.66 0.75
H 0.11 -6.11 0.44
H 2.22 -5.33 2.65
H 2.54 -6.09 1.07
H 3.36 -4.60 1.50
H -0.81 -3.56 -0.93
H -2.25 -2.79 -0.31
H -0.77 -2.29 -2.78
H -2.36 -1.66 -2.34
H -4.05 2.92 -3.41
H -4.79 2.50 -1.87
H -3.17 3.23 -1.88
H -2.93 -0.45 -0.96
H -2.53 1.19 -0.41
H -4.21 0.71 -0.58
H -3.81 -0.75 -3.49
H -5.18 0.24 -2.87
H -4.27 0.74 -4.32
H -2.61 2.59 -4.61
H -0.42 3.21 -5.49
H 1.55 1.91 -4.88
H 3.22 0.74 -3.79
H 3.58 -0.82 -4.55
H 2.64 0.35 -5.44
H 0.10 -2.15 -4.49
H 0.74 -1.13 -5.79
H 1.74 -2.41 -5.07
H 1.12 -1.79 -2.05
H 2.70 -2.09 -2.75
H 2.38 -0.58 -1.85
H 1.33 -0.13 0.80
H -0.95 2.37 -0.80
H -0.22 4.45 -1.96
H 2.21 4.73 -2.54
H 3.87 3.01 -1.84
H 3.14 1.02 -0.60
*
```

The value obtained for the HOMO energy is -11.1 eV. The relative energy (zero: lowest compared OMol25 entry of this formula, charge and spin) is 0.48 kcal per mole. Its electronic energy is -67685.40016 eV. Its orbital gap is 7.93 eV.

---

electronic energy of number 2 (C51H59F4N2)?
-67685.40016 eV